59
Properties=species:S:1:pos:R:3 method="wB97M-V/def2-TZVPD" charge=+1 homo_energy_ev="-13.46 / -13.46" homo_lumo_gap_ev="7.83 / 7.01" spin_multiplicity=3 s_squared=2.01
Ni -2.239 0.842 -1.177
F -0.994 5.832 0.881
F -3.614 -4.122 -5.181
F 2.619 -0.110 -0.581
F -5.627 -0.108 2.386
F -1.164 4.943 -1.063
F 0.496 4.411 0.273
F -4.438 -0.178 4.187
F 3.502 -0.769 1.270
F -1.883 -3.429 -6.260
F 2.568 1.223 1.100
F -5.195 -1.985 3.308
F -1.938 -5.437 -5.519
O -0.659 0.033 -0.651
O -3.196 -0.053 1.327
O -1.729 2.516 0.095
O -2.247 3.834 1.828
O 5.692 0.127 0.260
O 4.666 1.942 -0.538
O -2.597 -1.751 2.653
O -1.898 -4.297 -2.897
O -0.911 -2.667 -4.051
C 7.260 0.536 -1.554
C -3.114 2.826 2.385
C -0.777 4.714 0.197
C -0.349 -0.691 2.744
C 1.383 -2.798 -3.221
C -1.235 -1.809 2.189
C 4.643 0.905 0.044
C -1.647 3.553 0.710
C -3.908 3.443 3.527
C 3.310 0.304 0.509
C -4.698 -0.792 3.038
C -0.017 -2.290 -2.982
C -2.282 -4.192 -5.244
C -3.403 -0.844 2.208
C -1.692 -3.711 -3.915
C 6.956 0.698 -0.076
H 0.660 -0.994 2.456
H -4.510 2.671 4.010
H 7.700 0.215 0.554
H -0.584 0.228 2.210
H 7.054 1.753 0.191
H -0.051 -1.201 -2.933
H -0.541 -2.623 -2.080
H -1.251 -1.693 1.104
H 1.990 -2.294 -2.466
H -3.715 2.319 1.640
H -3.256 3.805 4.321
H -4.588 4.234 3.216
H 6.617 1.078 -2.247
H -2.433 2.128 2.884
H -0.878 -2.790 2.480
H -0.038 -0.660 -0.428
H -0.413 -0.655 3.828
H 7.122 -0.512 -1.841
H 1.466 -3.871 -3.047
H 8.282 0.795 -1.828
H 1.722 -2.582 -4.230

***

50
Properties=species:S:1:pos:R:3 method="wB97M-V/def2-TZVPD" charge=+2 homo_energy_ev="-14.94 / -15.62" homo_lumo_gap_ev="9.12 / 6.89" spin_multiplicity=4 s_squared=3.79
Pr 0.182 0.011 -0.962
P -0.393 0.083 -3.786
F -1.380 -0.916 -4.405
F -0.952 1.350 -4.445
F 0.662 1.062 -2.824
F 0.761 -0.157 -4.772
F 0.232 -1.199 -2.786
F -1.439 0.300 -2.468
O -1.181 -1.522 0.013
O -0.802 1.782 0.043
O -0.167 0.024 1.824
N -1.929 -3.112 1.424
N -1.783 3.225 1.479
C 2.583 -0.159 -0.231
C -0.705 1.221 2.352
C -2.202 4.151 0.408
C -2.045 -3.695 2.777
C -0.698 -1.192 2.321
C 5.963 0.062 -1.324
C 7.962 0.018 -0.021
C -1.120 2.133 1.216
C 5.205 -0.064 -0.113
C -2.514 -3.920 0.337
C 5.882 -0.151 1.147
C 7.323 0.100 -1.267
C 7.244 -0.111 1.181
C -2.045 3.662 2.867
C -1.311 -1.988 1.179
C 3.838 -0.106 -0.174
H -2.099 3.672 -0.556
H 0.112 -1.769 2.763
H -3.041 4.092 2.912
H -1.583 5.047 0.447
H 9.044 0.055 0.017
H 7.772 -0.178 2.121
H -1.544 -3.091 3.524
H -2.477 -3.372 -0.593
H -3.097 -3.780 3.039
H -2.004 2.831 3.561
H -1.957 -4.852 0.248
H 0.051 1.723 2.954
H -1.595 -4.686 2.775
H -3.547 -4.141 0.598
H -1.317 4.414 3.165
H -3.241 4.422 0.581
H 7.909 0.193 -2.171
H -1.559 1.012 2.992
H 5.437 0.125 -2.268
H 5.298 -0.249 2.053
H -1.439 -1.013 3.096

***

42
Properties=species:S:1:pos:R:3 method="wB97M-V/def2-TZVPD" smiles="C=CCc1cc(OC)ccc1OCCCCn1cncn1" homo_energy_ev=-7.75 homo_lumo_gap_ev=8.58
O 1.736 1.316 0.545
O -0.192 -3.639 -0.976
N -1.300 1.484 -1.041
N -2.546 -0.301 -1.188
N -0.888 0.843 -2.139
C 0.215 -0.730 3.417
C -0.711 2.705 -0.545
C -0.166 -1.783 0.607
C 1.851 -0.654 -0.903
C 1.338 0.049 0.182
C -1.363 -4.142 -0.379
C 0.349 -0.547 0.969
C -1.654 -0.221 -2.193
C 2.385 2.131 -0.410
C -0.654 -1.300 4.229
C 1.577 2.408 -1.682
C 0.295 -2.449 -0.520
C -0.156 0.109 2.231
C -2.299 0.780 -0.484
C 0.343 3.290 -1.482
C 1.338 -1.886 -1.249
H 0.643 4.258 -1.074
H -1.717 -1.180 4.098
H 1.254 1.468 -2.126
H 2.575 3.065 0.129
H -1.573 -0.954 -2.968
H -0.112 3.457 -2.460
H -0.264 2.500 0.432
H 1.278 -0.867 3.563
H 3.355 1.695 -0.684
H -2.174 -3.409 -0.421
H -0.943 -2.204 1.225
H -1.517 3.436 -0.408
H -1.636 -5.022 -0.960
H -1.190 -4.438 0.661
H -0.344 -1.905 5.065
H 2.243 2.909 -2.387
H -1.242 0.219 2.188
H -2.821 1.081 0.401
H 1.724 -2.421 -2.102
H 0.304 1.093 2.331
H 2.655 -0.243 -1.493

***

44
Properties=species:S:1:pos:R:3 method="wB97M-V/def2-TZVPD" charge=+4 homo_energy_ev="-23.31 / -23.66" homo_lumo_gap_ev="9.39 / 5.98" spin_multiplicity=4 s_squared=3.78
Re 0.938 -0.434 -0.628
O 2.335 0.918 1.835
O -0.890 0.937 1.823
O 0.116 -2.307 1.744
N 2.498 -1.436 -0.590
N -0.008 2.552 -0.070
N -2.301 -0.633 -0.099
C -0.996 0.646 3.231
C 0.924 -1.264 -2.623
C 4.617 -2.800 -0.810
C 0.320 -1.619 0.816
C 3.425 -2.034 -1.011
C -1.059 0.059 -2.270
C 1.078 1.162 -2.372
C 1.786 0.521 0.886
C -3.022 -1.547 -0.104
C -0.445 -1.194 -2.340
C -2.202 -0.191 3.623
C -0.319 1.206 -2.267
C 1.700 -0.063 -2.636
C 0.596 5.054 0.045
C -4.178 -2.386 0.077
C 0.388 3.644 -0.129
H -0.853 2.151 -2.116
H -2.219 -0.303 4.718
H 1.379 -2.222 -2.807
H -3.142 0.260 3.263
H 2.761 -0.085 -2.822
H -0.928 1.597 3.781
H -4.997 -1.711 0.405
H -4.474 -2.866 -0.872
H -2.146 0.163 -2.149
H 4.928 -2.694 0.266
H -0.394 5.542 0.026
H -2.138 -1.201 3.180
H -1.732 1.295 1.453
H -0.106 0.065 3.440
H -1.037 -2.115 -2.185
H 1.214 5.468 -0.761
H 1.097 5.193 1.013
H 5.385 -2.394 -1.498
H 4.383 -3.862 -1.057
H 1.674 2.081 -2.243
H -3.958 -3.156 0.835

***

45
Properties=species:S:1:pos:R:3 method="wB97M-V/def2-TZVPD" smiles="CCC(CC)c1nnc(NC(=O)CS(=O)(=O)c2ccc(C)cc2)s1" homo_energy_ev=-9.15 homo_lumo_gap_ev=9.57
S 1.881 -1.012 -0.536
S -1.785 1.471 0.511
O 0.917 -0.585 0.445
O 1.848 -2.381 -0.963
O 2.650 2.145 -1.411
N 0.481 1.860 -0.939
N -1.135 0.281 -1.655
N -2.309 -0.228 -1.312
C 4.962 0.730 1.390
C 7.454 0.615 1.143
C -5.194 -2.382 0.825
C 3.523 -0.585 0.022
C -4.133 -0.116 0.345
C -4.651 -1.441 -0.244
C -5.093 1.066 0.110
C 3.684 0.354 1.021
C 6.074 0.177 0.764
C 4.609 -1.155 -0.612
C -0.694 1.166 -0.830
C -2.813 0.245 -0.236
C 1.680 0.056 -2.034
C 5.884 -0.774 -0.235
C -6.435 0.895 0.810
C 1.671 1.436 -1.482
H -5.426 -1.230 -0.982
H 0.746 -0.233 -2.507
H 4.442 -1.897 -1.376
H -5.566 -3.294 0.364
H 2.809 0.765 1.499
H 8.181 -0.168 0.943
H -4.616 1.979 0.479
H 5.100 1.466 2.169
H -3.834 -1.935 -0.769
H -5.249 1.182 -0.965
H 7.501 0.886 2.195
H -6.009 -1.924 1.381
H 7.732 1.492 0.558
H -4.408 -2.653 1.526
H -6.292 0.753 1.879
H -6.976 0.041 0.413
H 0.547 2.718 -0.404
H -3.999 -0.231 1.427
H -7.045 1.782 0.661
H 6.741 -1.214 -0.722
H 2.546 -0.122 -2.662

***

Calculated ΔE to the lowest compared entry with this formula, charge and spin in order - 60.8 0.0 86.0 43.0 54.8 kcal per mole
Calculated E in order - -4005.8593 -2414.7659 -936.9867 -1088.6843 -1808.6411 Eh
Calculated maximum force in order - 0.061 0.104 0.017 0.141 0.032 hartree/bohr